Formula: C24H25Cl2N2O
Source: the OMol25 dataset
Level of theory: ωB97M-V/def2-TZVPD

Frontier orbital gap ... 4.2 eV
Charge ... +1
LUMO ... -5.585 eV
E_HOMO ... -9.764 eV
Energy relative to the best compared isomer or geometry (same formula, charge and spin) ... 0.00 kJ/mol
M ... 428.4 g mol⁻¹
Electronic energy ... -2034.3875 Ha

Last column: Mulliken charge in e.
Cartesian coordinates (Å):
Cl1 4.86482 -2.25193 -2.87613  -0.146
C1 4.00056 -1.98678 -1.42296  0.418
C2 4.69579 -1.68244 -0.23932  -0.791
C3 4.00084 -1.55325 0.95060  -0.397
C4 2.58811 -1.75967 1.01160  0.865
C5 1.95774 -1.76831 2.27593  -0.839
C6 0.56124 -1.91166 2.51977  1.028
C7 -0.06689 -1.17017 3.56067  -0.308
C8 -1.39596 -1.38171 3.89336  -0.857
C9 -2.13218 -2.35994 3.20357  0.313
Cl2 -3.71342 -2.76720 3.73047  -0.159
C10 -1.56201 -3.05742 2.12801  -1.152
C11 -0.23185 -2.84280 1.79886  -0.315
C12 1.90334 -1.93971 -0.22800  -0.178
C13 2.60267 -2.10509 -1.41225  -0.940
H1 5.77349 -1.54836 -0.27504  0.453
H2 4.52977 -1.29736 1.87236  0.433
H3 2.56341 -1.42547 3.11230  0.271
H4 0.52118 -0.41867 4.09339  0.403
H5 -1.88176 -0.81537 4.68325  0.467
H6 -2.16555 -3.76538 1.56904  0.446
H7 0.22605 -3.41386 0.99177  0.609
H8 0.81566 -1.93312 -0.24970  0.761
H9 2.07981 -2.31155 -2.33908  0.445
C14 -0.02528 -4.97048 6.52880  -1.282
C15 -0.31061 -4.79123 5.05231  -0.169
N1 0.69774 -5.38501 4.16555  0.498
C16 0.53804 -6.81726 3.85368  -0.977
C17 -0.11648 -7.07333 2.50761  -0.992
C18 1.88808 -4.68953 3.97911  0.558
C19 2.76564 -5.14623 2.95621  -0.512
N2 4.11274 -4.84208 2.90179  0.327
C20 4.69854 -3.89552 3.72040  -0.262
C21 6.02599 -3.55432 3.55211  -0.822
C22 6.79290 -4.14098 2.54944  -0.312
C23 6.19421 -5.11170 1.74159  -0.655
C24 4.87331 -5.46061 1.92124  -0.126
O1 2.07607 -3.64094 4.64647  -0.729
H10 -0.75208 -4.38476 7.10036  0.429
H11 -0.12171 -6.02447 6.80918  0.341
H12 0.97992 -4.60919 6.75429  0.266
H13 -1.26702 -5.26117 4.78183  0.523
H14 -0.38093 -3.72588 4.80359  -0.218
H15 1.53048 -7.28946 3.88967  0.533
H16 -0.07797 -7.24520 4.66061  0.459
H17 -0.22820 -8.15316 2.36987  0.412
H18 -1.10862 -6.61419 2.46201  0.241
H19 0.49406 -6.67837 1.69007  0.249
H20 2.48931 -6.02388 2.37193  0.100
H21 4.05266 -3.44521 4.45873  0.632
H22 6.42867 -2.80899 4.22935  0.434
H23 7.82798 -3.85106 2.39703  0.427
H24 6.74842 -5.61395 0.95091  0.420
H25 4.34524 -6.20987 1.33683  0.376